{"formula": "C24H35BCl18N2O3S", "method": "ωB97M-V/def2-TZVPD", "species": ["C", "B", "O", "N", "C", "C", "C", "C", "C", "O", "O", "C", "C", "S", "C", "C", "C", "C", "C", "N", "C", "C", "H", "H", "H", "H", "H", "H", "H", "H", "H", "H", "H", "H", "H", "H", "H", "H", "H", "Cl", "C", "Cl", "H", "H", "Cl", "C", "Cl", "H", "H", "Cl", "C", "Cl", "H", "H", "Cl", "C", "Cl", "H", "H", "Cl", "C", "Cl", "H", "H", "Cl", "C", "Cl", "H", "H", "Cl", "C", "Cl", "H", "H", "Cl", "C", "Cl", "H", "H", "Cl", "C", "Cl", "H", "H"], "coordinates": [[2.754178, -4.413510, 3.012285], [1.789081, -3.578093, 2.107209], [0.852007, -2.735716, 2.657348], [1.899641, -3.709862, 0.630990], [0.909150, -4.445195, -0.056490], [-0.347069, -4.741497, 0.476793], [-1.254109, -5.518233, -0.240031], [-0.945183, -5.991701, -1.509050], [-1.920946, -6.791592, -2.317915], [-2.662357, -5.973061, -3.213583], [-3.476735, -5.132114, -2.386410], [0.297482, -5.668490, -2.056169], [1.215365, -4.909113, -1.341809], [2.792466, -4.519880, -2.018217], [2.920528, -2.878851, -1.390607], [3.498863, -1.863448, -2.137842], [3.604449, -0.580957, -1.605274], [3.101631, -0.303957, -0.343119], [3.136242, 1.085207, 0.230387], [1.830005, 1.781780, 0.109449], [2.523477, -1.331766, 0.406521], [2.438359, -2.625805, -0.101601], [3.746162, -4.460849, 2.562453], [2.819735, -4.049565, 4.036096], [2.407279, -5.452634, 3.038552], [0.507302, -3.103370, 3.478756], [-0.634824, -4.368138, 1.448924], [-2.224121, -5.725636, 0.192794], [-1.385201, -7.483830, -2.967803], [-2.611701, -7.346804, -1.679740], [-3.079096, -4.259166, -2.551152], [0.561669, -6.020800, -3.046585], [3.883267, -2.069772, -3.128524], [4.060925, 0.203485, -2.195872], [3.351616, 1.023754, 1.295509], [3.867275, 1.698026, -0.290252], [1.165955, 1.297231, 0.707227], [1.461830, 1.636083, -0.827304], [2.128334, -1.104559, 1.389784], [2.530092, 3.172563, -3.294240], [1.151918, 2.398884, -4.081122], [0.577169, 0.995049, -3.165349], [0.343800, 3.116222, -4.151796], [1.459512, 2.058457, -5.061934], [2.609541, 2.568294, 4.147426], [1.343958, 2.799940, 2.932869], [0.077645, 1.567879, 3.063062], [0.890715, 3.773196, 3.080205], [1.784634, 2.720373, 1.943283], [6.606034, 2.337114, 0.486414], [6.666188, 2.429974, 2.252072], [5.690332, 1.170382, 3.013423], [7.693500, 2.320259, 2.575957], [6.267713, 3.392976, 2.548050], [-2.218253, 4.697982, 3.733996], [-2.735420, 3.377736, 4.792028], [-4.439020, 2.968759, 4.548438], [-2.132470, 2.505992, 4.569673], [-2.600673, 3.689771, 5.819572], [-0.272937, 8.941208, 2.071790], [-1.842077, 8.186927, 2.368275], [-2.990467, 8.496870, 1.059153], [-1.701310, 7.117231, 2.446198], [-2.251626, 8.587260, 3.287311], [-6.204316, 6.295464, 8.150948], [-5.253938, 5.044436, 7.345262], [-3.577735, 5.014751, 7.923906], [-5.702293, 4.080027, 7.548230], [-5.246101, 5.244872, 6.281561], [-2.847207, -2.012856, -2.411065], [-1.423668, -1.831541, -3.457918], [-1.808728, -2.141932, -5.150394], [-1.056146, -0.816019, -3.355374], [-0.675685, -2.548550, -3.139153], [-1.908536, 6.365696, -3.357675], [-3.259880, 6.982213, -2.396824], [-4.293378, 5.681833, -1.793218], [-2.859520, 7.524607, -1.549860], [-3.856455, 7.634151, -3.022944], [-2.058038, -3.494729, -8.148699], [-3.520369, -4.365853, -7.665971], [-4.777002, -4.304957, -8.907105], [-3.257490, -5.401616, -7.492164], [-3.904930, -3.908884, -6.762055]], "forces_ev_per_angstrom": [[-0.1, -0.2, -0.1], [0.2, 0.0, 0.2], [-0.5, -0.6, -0.5], [-0.4, 0.7, 0.2], [-0.1, -0.2, -0.1], [0.0, -0.2, -0.2], [0.2, 0.1, 0.0], [0.3, 0.0, 0.1], [0.1, 0.1, 0.1], [-0.1, 0.0, 0.0], [0.0, 0.0, -0.2], [0.0, 0.1, 0.2], [-0.3, 0.0, 0.0], [0.2, -0.1, -0.1], [0.0, 0.2, -0.1], [-0.1, 0.1, 0.2], [-0.1, -0.2, -0.1], [0.2, -0.3, 0.2], [-0.9, 0.1, -0.3], [0.0, -0.4, -0.1], [0.1, -0.1, -0.2], [0.3, 0.1, -0.1], [0.1, 0.1, 0.0], [0.0, 0.0, 0.1], [0.0, 0.0, 0.0], [0.3, 0.5, 0.3], [0.1, 0.1, 0.0], [0.0, -0.1, 0.0], [-0.1, -0.1, -0.1], [0.0, 0.0, 0.0], [-0.1, -0.2, 0.1], [0.0, 0.0, 0.0], [-0.1, -0.1, 0.0], [0.0, 0.1, 0.0], [0.3, 0.2, 0.0], [0.2, 0.0, 0.2], [-0.1, -0.1, -0.1], [0.2, 0.2, 0.0], [0.0, 0.0, 0.0], [0.0, 0.0, 0.0], [0.0, 0.1, -0.1], [0.1, 0.1, 0.0], [0.0, 0.0, 0.1], [0.0, 0.0, 0.0], [-0.1, 0.0, 0.0], [0.1, 0.2, 0.1], [-0.1, -0.1, 0.0], [-0.1, 0.0, 0.1], [-0.1, 0.1, 0.1], [0.1, 0.0, 0.0], [-0.1, 0.1, 0.0], [0.1, -0.1, 0.0], [0.0, -0.1, 0.0], [0.0, 0.0, 0.0], [0.0, 0.0, 0.0], [0.1, -0.1, 0.1], [0.0, 0.0, 0.0], [0.0, 0.0, -0.1], [0.0, 0.1, 0.0], [0.0, 0.0, 0.0], [0.0, 0.0, 0.0], [-0.1, 0.0, 0.0], [0.0, 0.0, -0.1], [0.0, 0.1, 0.0], [0.0, 0.0, 0.0], [-0.1, 0.0, 0.0], [0.0, 0.0, 0.0], [0.0, 0.0, 0.1], [0.0, 0.0, 0.0], [0.1, 0.2, 0.0], [0.1, 0.0, 0.0], [0.1, 0.1, 0.1], [-0.2, -0.2, -0.1], [0.0, -0.1, 0.0], [0.0, 0.0, 0.0], [0.0, 0.0, 0.0], [0.0, 0.0, 0.0], [0.1, -0.1, 0.0], [0.0, -0.1, -0.1], [0.0, 0.0, -0.1], [0.0, 0.0, 0.1], [0.0, 0.0, 0.0], [0.0, 0.0, 0.0], [0.0, 0.0, 0.0]], "e_tot_ev": -271493.929, "max_force_ha_per_bohr": 0.01807, "e_lumo_ev": 0.2, "smiles": "CB(O)N1c2ccc(COO)cc2Sc2ccc(CN)cc21.ClCCl.ClCCl.ClCCl.ClCCl.ClCCl.ClCCl.ClCCl.ClCCl.ClCCl", "multiplicity": 1}



{"formula": "C8H10", "method": "ωB97M-V/def2-TZVPD", "species": ["C", "C", "C", "C", "C", "C", "C", "C", "H", "H", "H", "H", "H", "H", "H", "H", "H", "H"], "coordinates": [[-0.498724, 2.153586, -0.269575], [0.009917, 0.979481, 0.531326], [-1.012480, -0.112490, 0.813423], [-1.997284, -0.884673, -0.131783], [-0.524126, -0.979324, -0.391251], [0.967887, -1.275702, -0.033334], [1.910024, -0.110447, -0.542075], [1.432549, 0.092120, 0.867645], [-1.766730, 2.328089, -0.170906], [0.176803, 2.934620, -0.387922], [-0.912953, -0.688607, 1.606101], [-2.634793, -1.736455, 0.385239], [-2.717370, -0.777319, -0.954402], [-0.242879, -0.064646, -1.214364], [1.689280, -2.308187, 0.211412], [1.367788, 0.673709, -1.393244], [2.901191, -0.437427, -0.699394], [1.851897, 0.213674, 1.773103]], "forces_ev_per_angstrom": [[-1.7, -4.8, 5.0], [-3.2, 2.3, -0.5], [-0.9, 2.3, -5.8], [-1.4, -2.7, 1.3], [2.4, 2.9, -2.0], [3.3, -0.2, 1.8], [-2.5, 0.6, -1.4], [-5.3, 0.4, -6.4], [4.2, -0.5, -0.5], [0.8, 1.4, -0.8], [0.6, -2.2, 3.9], [2.1, 1.5, -0.1], [0.9, 1.5, -0.1], [-1.7, -3.2, 1.6], [-2.8, 2.9, -0.7], [2.2, -2.5, 2.4], [1.1, 0.0, -0.4], [1.8, 0.2, 2.7]], "e_tot_ev": -8447.683, "max_force_ha_per_bohr": 0.16168, "e_lumo_ev": 1.0, "smiles": "C=C1[C@H]2C[C@@H]2[C@H]2C[C@@H]12", "multiplicity": 1, "de_lowest_ev": 10.5864}